C31H33Cl4N2O4SiYb | wB97M-V/def2-TZVPD

```
76
Properties=species:S:1:pos:R:3:mulliken_spin:R:1
C 0.52 4.41 -2.71 0.000
H -0.85 -4.96 1.36 0.000
H -2.23 -6.48 -0.07 0.000
C 0.44 2.04 3.90 0.001
C -4.07 0.30 -0.47 0.000
C -0.59 -3.55 -0.22 0.000
H -2.70 -5.85 -2.42 0.000
C -1.84 -5.56 -0.47 0.000
H 1.43 -3.89 -2.02 0.000
C 0.00 1.76 2.59 0.000
O 1.48 0.18 -0.25 0.000
H 2.48 0.32 1.55 0.001
H -0.56 -2.19 5.02 0.000
C 3.06 -2.98 -3.06 0.000
C 1.39 -0.73 -3.27 0.001
H -1.03 -1.58 -2.74 0.000
H -2.28 -2.04 1.68 0.000
C 0.63 4.08 2.06 0.000
C 2.66 -0.75 -3.83 0.000
H 3.68 3.76 -1.68 0.000
C -2.38 0.56 4.59 0.000
H -2.48 -2.59 3.33 0.000
H -1.86 1.25 5.25 0.000
H 0.51 -0.80 5.17 0.000
H 3.01 0.14 -4.34 0.000
C -1.07 -4.72 0.33 0.000
H 0.74 0.95 -4.40 0.000
H -3.10 1.14 4.00 0.000
O -1.20 1.03 -1.90 0.000
C -2.10 -5.21 -1.78 0.000
C -2.48 -1.69 2.69 0.000
H -3.49 -1.28 2.70 0.000
C 0.93 3.28 4.29 0.000
H 3.70 -3.85 -2.97 0.000
H -4.25 0.73 -1.44 0.000
N -0.57 0.55 2.20 -0.003
H -2.95 -0.13 5.22 0.000
H 3.00 -1.00 0.49 0.000
H 1.25 3.42 5.31 0.000
Cl -1.94 -3.62 -3.95 0.000
Cl -3.09 -1.18 -0.74 0.000
C 1.91 3.19 -0.62 0.000
H 1.15 1.30 -2.72 0.000
H 1.39 5.29 3.66 0.000
H 0.70 4.86 1.32 0.000
C 1.91 4.39 -2.72 0.000
C 0.53 3.23 -0.64 0.000
C -0.05 -1.41 4.45 0.000
Cl -3.23 1.48 0.54 0.000
H 3.46 0.66 0.11 0.000
C -0.85 0.56 -3.07 0.001
H -4.97 -0.01 0.04 0.000
C 0.64 0.59 -3.37 0.000
Cl 0.34 -2.49 0.81 0.000
O -1.63 0.07 -3.87 0.001
C -0.18 3.82 -1.66 -0.001
H -1.26 3.80 -1.64 0.000
O -0.21 2.57 0.36 -0.001
C 2.65 0.04 0.51 -0.001
C 1.78 -3.00 -2.52 0.000
H 2.43 2.70 0.19 0.000
C 0.95 -1.89 -2.62 -0.001
H 0.69 -1.89 3.80 0.000
H -0.02 4.88 -3.52 0.000
C 3.50 -1.85 -3.73 0.000
C 0.17 2.83 1.70 -0.001
Yb -0.49 0.20 -0.07 1.006
C -0.83 -3.16 -1.53 0.000
H 0.40 1.25 4.64 0.000
C 2.60 3.78 -1.67 0.000
H 2.45 4.84 -3.53 0.000
C 1.02 4.31 3.37 0.001
N -0.37 -1.91 -2.03 -0.002
H 4.49 -1.82 -4.16 0.000
C -1.59 -4.03 -2.30 0.000
Si -1.29 -0.44 3.44 0.000
```

Calculated total energy   -4900.72056 Ha
Spin multiplicity   2
Charge   0
<S²>   0.75
Strongest force on any atom   0.8 eV/A
Gap between HOMO and LUMO (spin up / spin down)   7.58 / 7.58 eV

C53H56CsN5O5P2Si | wB97M-V/def2-TZVPD

```
123
Properties=species:S:1:pos:R:3:lowdin_charge:R:1
C -3.43 0.19 -1.72 -0.053
C 2.34 2.47 -2.07 -0.283
C 1.43 -0.18 5.13 -0.078
H 3.43 -1.54 -1.26 0.088
H 1.94 -2.87 -4.43 0.101
C 4.14 1.56 -0.79 -0.082
H -2.83 2.43 -6.03 0.085
H 0.48 -1.16 3.47 0.104
C -3.05 2.69 -5.00 -0.090
C 3.92 2.56 0.14 -0.033
H 0.60 -1.84 -2.63 0.102
C -1.08 -3.63 0.78 -0.361
H 2.06 -3.16 3.08 0.074
C 3.57 0.22 3.42 -0.108
H -3.82 -5.90 2.31 0.090
H 4.62 -2.12 2.80 0.099
C -4.40 3.85 -3.38 -0.080
H 2.56 0.93 6.57 0.096
C -2.35 -5.69 0.77 -0.104
C -3.57 3.51 -2.38 -0.273
H -3.01 -2.61 -3.23 0.031
P 0.10 -2.42 0.07 0.999
C 1.71 -3.49 2.10 -0.149
H -4.99 3.45 -5.46 0.065
C -4.24 3.29 -4.70 -0.133
C -3.06 1.25 -2.19 -0.181
H -6.54 -0.74 -1.99 0.022
C -5.85 -1.50 -2.36 -0.196
C -0.68 2.46 -4.17 -0.218
C 0.96 -3.42 -1.22 -0.359
H 1.93 5.29 0.51 0.072
H 3.16 2.44 -4.62 0.089
C -4.55 -1.68 0.39 -0.164
H 5.43 -2.76 -2.03 0.099
H 2.54 -4.01 1.61 0.066
C -3.09 -2.74 -2.15 -0.171
C -0.71 2.35 3.52 -0.106
H -1.47 6.00 2.40 0.114
Cs -0.29 1.35 -0.16 1.016
H -2.54 4.25 3.52 0.121
H -1.67 -2.21 2.29 0.070
H 4.49 2.62 1.06 0.112
C 1.47 2.44 -3.29 -0.283
H -3.38 1.92 3.61 0.117
H 0.89 -4.18 2.25 0.075
O 1.45 3.31 3.91 -0.051
H -2.09 -2.64 -1.73 -0.011
H 3.11 -5.02 -4.03 0.093
C -2.53 0.21 2.60 -0.718
C 0.76 2.64 3.11 -0.709
C 2.91 3.49 -0.09 -0.330
H -3.71 3.22 -0.27 0.066
P 2.27 -0.94 1.22 1.011
C -3.05 -5.27 1.89 -0.104
C -2.08 2.48 -3.98 -0.201
C 6.17 -3.11 -0.04 -0.106
C 3.61 0.72 4.71 -0.087
C 3.89 -1.74 0.82 -0.344
H 1.50 -5.15 -0.07 0.094
H -3.46 -3.75 -1.94 0.027
H 2.88 -6.15 -1.84 0.096
C 1.09 -2.80 -2.47 -0.111
N -1.71 2.61 2.49 -0.179
H -0.16 4.29 0.59 0.031
C -3.56 4.04 -0.98 -0.032
C -0.12 2.46 -5.49 -0.046
C 2.50 -4.58 -3.25 -0.107
H -5.14 4.63 -3.21 0.094
H -0.92 2.91 4.44 0.123
O -1.71 -0.15 1.73 -0.261
C 1.61 -4.64 -1.02 -0.109
H 3.62 5.17 1.03 0.077
C 4.14 -1.93 -0.54 -0.120
C 2.46 -0.49 2.97 -0.370
H -0.77 2.50 -6.35 0.082
H -0.74 1.28 3.77 0.107
H -2.56 -6.64 0.31 0.091
N 2.12 3.43 -1.17 0.151
N 1.26 -2.33 1.33 -0.523
H -3.64 -1.61 0.97 0.003
H 1.65 2.42 -6.66 0.090
C 2.08 2.42 -4.54 -0.075
H 0.57 -0.31 5.78 0.106
C -1.37 -4.87 0.21 -0.110
N 0.15 2.43 -3.09 0.091
C 4.80 -2.25 1.74 -0.099
C -1.81 -3.21 1.90 -0.100
H -4.36 4.77 -0.84 0.077
C 3.34 1.52 -1.93 -0.043
H -2.60 4.51 -0.74 0.070
H 3.47 0.75 -2.68 0.106
H -5.22 -0.90 0.77 0.040
C 5.94 -2.92 1.31 -0.095
H 4.39 0.42 2.74 0.100
C 5.27 -2.61 -0.97 -0.088
C 1.85 -3.37 -3.48 -0.089
C -1.07 5.01 2.18 -0.222
H 4.46 1.30 5.04 0.098
O 1.13 2.15 2.01 -0.268
H 7.06 -3.63 -0.38 0.091
H -6.32 -2.48 -2.25 0.018
C -2.15 3.99 2.52 -0.195
C 2.37 -5.21 -2.02 -0.094
H 4.91 0.81 -0.62 0.097
H -5.69 -1.31 -3.43 0.022
H 2.39 4.21 1.85 0.061
N -2.64 2.44 -2.64 -0.041
C -2.87 1.72 2.66 -0.126
H -2.97 4.11 1.81 0.105
C 2.69 4.61 0.88 -0.027
H -5.02 -2.65 0.58 0.032
C 1.23 2.42 -5.65 -0.114
O -0.72 5.05 0.80 -0.081
Si -4.22 -1.42 -1.42 0.425
H -3.58 1.93 1.85 0.114
O -3.13 -0.52 3.42 -0.043
C -2.78 -4.03 2.45 -0.075
C 2.54 0.51 5.57 -0.094
C 1.38 -0.67 3.83 -0.096
H 6.64 -3.31 2.04 0.094
H -0.84 -5.19 -0.68 0.090
H -3.36 -3.65 3.29 0.108
H -0.19 4.86 2.80 0.107
```

Calculated total energy   -3695.68838 Ha
Energy above the lowest of the compared OMol25 structures with the same formula, charge and spin   0.0 kcal/mol
Charge   -2
Strongest force on any atom   0.6 eV/A
Gap between HOMO and LUMO   4.63 eV

C51H60F3MnN3O4P2SSi | wB97M-V/def2-TZVPD

```
126
Properties=species:S:1:pos:R:3:mulliken_spin:R:1
P -1.00 -0.90 2.49 0.138
H -3.05 6.56 1.70 0.000
C 1.69 -0.32 1.84 0.093
H 5.57 0.69 -1.05 0.000
H -3.74 -2.54 1.50 0.001
C -5.86 -2.21 1.29 -0.001
C -5.31 -1.90 -1.40 0.001
C 3.81 4.01 1.53 -0.002
Mn 0.01 0.42 -0.79 4.303
C -8.32 -1.82 0.92 0.000
S -2.56 -2.30 -1.06 0.040
C 2.01 -4.72 -0.48 0.003
C 0.35 -4.64 -3.22 0.000
C 3.91 -2.17 -1.74 -0.007
C -6.91 -1.93 0.42 0.001
C 2.51 3.52 -3.38 0.003
H -1.96 -3.76 4.80 0.000
H -3.16 -0.57 3.25 -0.001
C 2.58 -0.78 -0.28 -0.051
H 1.32 -2.47 3.88 0.000
C -1.34 4.01 0.20 0.020
O -2.61 1.72 -3.69 0.008
C -1.80 4.89 1.19 0.000
H -3.92 6.84 -0.61 0.000
H 1.48 -4.14 1.55 0.001
H 0.43 -3.33 2.62 -0.002
C 3.00 -0.36 2.40 0.008
H 4.30 0.03 4.03 0.000
C -0.85 -2.14 3.90 0.008
C 2.79 0.81 -3.31 0.016
C 3.50 2.92 -4.13 0.002
C 3.19 -5.39 -1.19 0.000
H 2.36 4.58 -3.38 0.000
C -3.20 6.06 -0.38 0.001
H -2.21 -3.59 3.06 0.000
C -4.27 -2.16 -0.52 0.002
C 4.44 3.74 -4.98 0.000
C 2.95 5.59 -0.05 -0.004
C 1.68 2.69 -2.63 0.066
C 2.33 -4.55 1.01 0.000
C 0.64 -0.10 2.78 -0.001
H 4.61 3.66 2.17 0.000
H 5.88 -1.48 -2.27 0.001
P 1.29 -3.12 -1.10 0.127
H -1.55 3.52 -1.88 -0.003
C 3.65 1.54 -4.11 0.007
C 2.72 -1.95 -1.03 -0.053
C 3.63 0.17 -0.35 -0.007
H -2.81 0.77 1.10 0.028
C -2.37 0.18 3.16 -0.014
H -2.27 2.10 2.14 0.003
C -2.80 -0.06 -2.14 0.034
H -0.23 2.63 2.11 0.033
H -8.36 -1.30 1.88 0.000
H 2.89 -0.27 -3.24 0.007
C 0.96 0.36 4.06 -0.006
C -1.85 4.20 -1.09 -0.013
H -0.49 -2.17 -3.42 0.012
H -7.41 -1.58 -1.64 0.000
H -1.43 4.78 2.20 -0.001
H 0.94 5.25 -0.72 0.002
H -5.10 -1.81 -2.46 0.000
C 1.55 3.72 0.66 0.001
N 1.84 1.37 -2.57 0.007
C 2.26 0.51 4.52 0.007
H -6.07 -2.33 2.35 0.000
C -2.23 0.87 4.51 0.000
N 1.45 -0.52 0.51 0.014
C 4.80 -0.07 -1.03 0.001
O -0.89 1.35 -2.32 0.061
O -1.90 -3.05 -0.03 -0.004
H 3.48 1.11 0.16 0.003
H -3.70 0.37 -1.69 -0.005
H -1.53 1.71 4.44 0.001
C 0.59 -2.18 -3.59 -0.017
H 1.15 -5.39 -0.55 0.000
H 3.11 -5.36 -2.28 0.000
C 0.39 -3.01 3.67 0.002
F 4.32 3.44 -6.29 0.000
H 0.98 -1.24 -3.19 0.072
H -8.95 -1.27 0.21 0.000
N -2.02 -0.82 -1.13 0.014
C -2.76 5.21 -1.38 -0.001
C 2.61 3.31 1.48 0.003
C 1.21 -3.41 -2.94 -0.022
H -3.00 -2.48 4.19 0.000
H 3.17 -3.86 1.14 0.000
C -2.71 5.90 0.91 0.001
H 2.22 -3.56 -3.34 0.000
F 5.73 3.51 -4.66 0.000
H -3.12 -0.69 -2.97 0.000
H -3.91 1.46 2.31 0.000
C 3.27 0.06 3.68 0.001
C 4.96 -1.27 -1.72 0.015
C -6.61 -1.79 -0.94 0.000
H -0.73 -1.60 4.85 0.000
H 4.02 -3.08 -2.33 -0.001
H 0.83 -5.58 -2.93 0.000
H 0.12 -4.69 -4.29 0.000
C 1.75 4.88 -0.09 0.001
H -0.60 -4.56 -2.69 -0.001
H 0.77 -2.18 -4.67 -0.002
F 4.24 5.06 -4.86 0.000
H -8.78 -2.81 1.06 0.000
O -2.69 -2.96 -2.36 -0.002
H 2.49 2.43 2.10 0.000
H 2.61 -5.51 1.46 0.000
H -3.14 5.31 -2.39 0.000
Si -0.06 2.64 0.62 0.080
H -1.88 0.20 5.30 0.000
H 2.46 0.89 5.51 0.001
H 0.36 -3.90 4.30 0.000
H 3.25 -6.44 -0.90 0.000
H 4.92 5.70 0.79 0.001
H -3.20 1.27 4.82 0.000
C -4.56 -2.32 0.83 -0.001
H 3.06 6.48 -0.65 0.000
H 4.42 1.04 -4.69 0.000
C -2.87 1.18 2.11 0.004
H 0.15 0.58 4.74 0.001
C -2.05 1.09 -2.79 -0.020
C 3.99 5.15 0.75 0.006
H 3.82 -0.72 1.80 0.001
H 4.13 -4.92 -0.91 0.000
H 0.87 3.10 -2.05 -0.020
C -2.08 -3.04 3.99 0.000
```

Calculated total energy   -5265.75885 Ha
Spin multiplicity   6
Energy above the lowest of the compared OMol25 structures with the same formula, charge and spin   9.7 kcal/mol
Charge   -2
<S²>   8.76
Strongest force on any atom   1.0 eV/A
Gap between HOMO and LUMO (spin up / spin down)   5.63 / 6.32 eV

Which value of strongest force on any atom does entry 1 give? 0.8 eV/A